25
Properties=species:S:1:pos:R:3:mulliken_charge:R:1 method="wB97M-V/def2-TZVPD" energy_ha=-2639.81783 gap_ev=7.12 fmax_ev_per_a=3.53 homo_ha=-0.324 multiplicity=1
O 1.2715 -2.7892 1.3086 -0.48
P 0.8581 -1.9095 -0.0428 0.37
O 1.1727 -3.0031 -1.2823 -0.55
N -0.9316 -1.7529 -0.0597 0.40
N -1.7361 -2.6667 0.5531 -0.18
C -2.9879 -2.2306 0.2975 0.37
S -4.3774 -3.2044 0.9216 -0.24
N -3.0467 -1.0984 -0.4148 -0.57
C -1.7047 -0.8234 -0.6390 0.55
N -1.3451 0.2376 -1.3358 -0.04
F -0.0592 0.5555 -1.5508 -0.09
H 1.9858 -3.3746 0.9842 0.33
H 1.3573 -2.4257 -2.0465 0.36
H -1.4628 -3.4838 1.0885 0.25
H -4.5192 -4.2457 0.0448 0.19
H -2.0821 0.8432 -1.6938 0.30
N 1.6366 3.0263 -0.3073 -0.24
S 1.6042 4.5905 -0.0539 1.06
O 2.8698 5.2472 0.0325 -0.58
O 0.5589 5.0826 0.7892 -0.58
F 1.0994 5.0520 -1.4970 -0.28
S 2.1817 2.2276 0.9291 1.10
O 2.5224 0.8713 0.6027 -0.61
O 1.5205 2.4135 2.1846 -0.59
F 3.6139 2.8610 1.1873 -0.26

---

15
Properties=species:S:1:pos:R:3:mulliken_charge:R:1 method="wB97M-V/def2-TZVPD" energy_ha=-250.60355 smiles="C=CC/C=C/N" gap_ev=9.51 fmax_ev_per_a=1.76 de_lowest_kcal_mol=39.8 homo_ha=-0.304 multiplicity=1
C 0.8156 -0.2958 0.5006 -0.44
C 0.9995 -1.2965 -0.3563 -0.17
N 2.2740 -1.7625 -0.7500 -0.49
C -0.5614 0.2139 0.7839 -0.56
C -0.9872 1.4007 -0.0384 -0.11
C -2.2215 1.8285 -0.2508 -0.74
H 1.7371 0.1341 0.8743 0.34
H 0.2077 -1.9205 -0.7542 0.29
H 2.3182 -2.3408 -1.5693 0.22
H 2.9127 -2.0371 -0.0242 0.19
H -1.3456 -0.5370 0.7911 0.36
H -0.5134 0.5155 1.8285 0.30
H -0.1338 1.9475 -0.4411 0.30
H -2.4477 2.5865 -0.9882 0.25
H -3.0541 1.5636 0.3941 0.25

---

11
Properties=species:S:1:pos:R:3:mulliken_charge:R:1 method="wB97M-V/def2-TZVPD" energy_ha=-848.65656 gap_ev="7.93 / 7.93" fmax_ev_per_a=4.90 de_lowest_kcal_mol=149.5 homo_ha="-0.336 / -0.336" multiplicity=1
C 1.1053 -0.5943 1.3777 -0.20
C 0.7214 -1.6142 0.5878 -0.43
C -0.2608 0.4852 -0.1155 0.39
N 0.5436 0.6625 0.7846 -0.35
N -0.8196 2.0898 -1.3584 0.70
O -1.9439 2.3479 -1.1614 -0.41
O 0.0391 2.4476 -2.0708 -0.42
O -1.6585 -1.7772 -0.1886 -0.52
S -0.4136 -1.2702 -0.7305 0.38
H 1.6824 -0.1716 2.1697 0.45
H 1.0046 -2.6057 0.7054 0.42

---

19
Properties=species:S:1:pos:R:3:mulliken_charge:R:1 method="wB97M-V/def2-TZVPD" energy_ha=-306.85086 gap_ev="11.08 / 4.96" fmax_ev_per_a=2.56 s_squared=0.758 total_charge=+1 de_lowest_kcal_mol=63.0 homo_ha="-0.510 / -0.497" multiplicity=2
N 0.1018 2.1382 -0.1279 -0.39
C 0.0822 0.7072 -0.0648 -0.16
C 0.1461 0.1407 1.3564 -0.57
C 0.4674 -1.3098 1.3516 -0.29
C 1.5720 -1.9088 0.8782 -0.60
C -1.1087 0.0928 -0.8482 -0.48
N -0.9971 0.2708 -2.2479 -0.42
H -0.7235 2.6129 0.2529 0.31
H 0.1804 2.4917 -1.0760 0.32
H 1.0298 0.5040 -0.5796 0.41
H -0.8144 0.3363 1.8381 0.39
H 0.8113 0.7327 1.9822 0.34
H -0.1182 -1.9219 2.0361 0.33
H 2.1507 -1.4049 0.1132 0.19
H 1.9759 -2.7799 1.3695 0.32
H -2.0314 0.4814 -0.4306 0.38
H -1.0018 -0.9749 -0.5199 0.37
H -0.0431 0.0869 -2.5379 0.25
H -1.6797 -0.2952 -2.7454 0.29

---

15
Properties=species:S:1:pos:R:3:mulliken_charge:R:1 method="wB97M-V/def2-TZVPD" energy_ha=-474.48176 gap_ev=7.46 fmax_ev_per_a=4.14 total_charge=-1 de_lowest_kcal_mol=102.9 homo_ha=-0.127 multiplicity=1
C 2.3844 0.6309 -0.6063 -0.26
C 1.0793 0.4347 -1.0544 -0.01
C 2.4273 0.1123 0.6555 -0.66
C 0.4017 -0.2542 -0.0953 -0.16
C -1.4461 -0.8596 -0.0470 -0.05
N -1.9322 -0.1394 1.0469 -0.20
O -2.6969 0.9403 0.6501 -0.48
O 1.1694 -0.4434 0.9661 -0.29
O -2.0416 -0.5915 -1.2187 -0.89
H 3.1018 0.9846 -1.2383 0.49
H 0.8379 0.8318 -2.1312 0.25
H 3.1358 0.2022 1.4632 0.37
H -1.3333 -1.8852 0.3377 0.31
H -2.5339 -0.6665 1.6045 0.21
H -2.5534 0.7030 -0.3326 0.38

---

101
Properties=species:S:1:pos:R:3:mulliken_charge:R:1 method="wB97M-V/def2-TZVPD" energy_ha=-3548.24649 gap_ev="5.37 / 5.37" fmax_ev_per_a=0.56 homo_ha="-0.243 / -0.243" multiplicity=1
Pt 0.7676 1.4566 -0.7518 0.76
C 8.9754 -2.7845 2.7478 -0.84
O 8.6137 -1.4176 2.7042 -0.46
C 7.4084 -1.1044 2.1598 0.96
C 7.0935 0.2531 2.1162 -0.91
C 5.8878 0.6659 1.5865 -0.01
C 4.9712 -0.2576 1.0809 -0.51
C 5.2988 -1.6043 1.1275 -0.61
C 6.5047 -2.0376 1.6659 -0.59
C 3.6652 0.1986 0.5293 1.20
C 2.7530 0.7209 1.4058 0.10
C 2.9177 0.7896 2.8369 -1.26
C 1.8088 1.3572 3.3527 -1.36
C 0.9290 1.6691 2.2496 0.90
N 1.5058 1.2576 1.0999 -0.25
C -0.3180 2.3031 2.3861 0.49
C -1.1602 2.5821 1.3193 0.69
C -2.5200 3.0848 1.4773 -1.19
C -3.1295 2.9790 0.2877 -1.18
C -2.1594 2.4771 -0.6672 -0.32
C -2.4268 2.0934 -1.9575 0.98
C -3.7575 1.6945 -2.4341 0.08
C -4.0928 1.8494 -3.7857 -0.11
C -5.3126 1.4371 -4.2705 -0.93
C -6.2413 0.8429 -3.4139 1.04
O -7.4153 0.4668 -3.9834 -0.46
C -8.3852 -0.1320 -3.1458 -0.83
C -5.9234 0.6594 -2.0744 -0.82
C -4.6855 1.0778 -1.6000 -0.68
C -1.2514 1.8485 -2.7585 0.21
N -1.0141 0.7723 -3.4639 -0.19
C 0.3761 0.6811 -3.5511 0.22
C 1.1122 -0.4816 -3.5588 0.41
C 0.6382 -1.7895 -4.0638 0.74
C 1.4637 -2.9239 -4.0475 0.05
C 1.0196 -4.1529 -4.4828 -1.22
C -0.2890 -4.3070 -4.9348 1.03
O -0.6437 -5.5545 -5.3263 -0.47
C -1.9925 -5.7670 -5.6974 -0.84
C -1.1324 -3.2024 -4.9570 -0.74
C -0.6681 -1.9668 -4.5329 -0.79
C 2.3047 -0.3823 -2.7290 -0.35
C 3.5794 -0.9536 -2.8894 -1.12
C 4.2949 -0.7133 -1.7374 -1.04
C 3.4350 -0.0201 -0.8588 0.11
N 2.2571 0.2444 -1.4898 -0.10
C 0.9798 1.8939 -3.0084 -1.27
C -0.0465 2.6328 -2.4914 -1.72
N -0.9324 2.3211 0.0081 0.06
C -0.7813 2.6200 3.7692 -0.53
C -1.7987 1.8919 4.3672 -0.43
C -2.2285 2.1701 5.6603 -0.65
C -1.6285 3.1986 6.3746 0.87
O -1.9680 3.5544 7.6435 -0.47
C -3.0015 2.8208 8.2701 -0.84
C -0.6036 3.9407 5.7880 -0.84
C -0.1903 3.6508 4.5035 -0.13
H 9.9676 -2.8197 3.1886 0.24
H 9.0098 -3.2188 1.7451 0.33
H 8.2833 -3.3596 3.3685 0.34
H 7.8109 0.9637 2.5038 0.42
H 5.6454 1.7210 1.5571 0.51
H 4.5931 -2.3358 0.7530 0.57
H 6.7174 -3.0960 1.7001 0.39
H 3.7764 0.4229 3.3736 0.52
H 1.5851 1.5454 4.3888 0.52
H -2.9254 3.4511 2.4050 0.59
H -4.1378 3.2539 0.0259 0.74
H -3.3764 2.3050 -4.4573 0.46
H -5.5771 1.5625 -5.3118 0.44
H -8.6819 0.5409 -2.3372 0.33
H -8.0183 -1.0695 -2.7201 0.33
H -9.2447 -0.3364 -3.7775 0.24
H -6.6097 0.1736 -1.3963 0.40
H -4.4315 0.8836 -0.5655 0.53
H 2.4706 -2.8638 -3.6690 0.41
H 1.6689 -5.0175 -4.4633 0.44
H -2.0860 -6.8306 -5.8973 0.24
H -2.2490 -5.2036 -6.5986 0.33
H -2.6752 -5.4895 -4.8904 0.34
H -2.1545 -3.2850 -5.2976 0.43
H -1.3416 -1.1256 -4.5535 0.57
H 3.9371 -1.4408 -3.7808 0.84
H 5.3074 -1.0058 -1.5178 0.68
H 2.0086 2.1871 -3.1383 0.52
H -0.0281 3.6495 -2.1332 0.61
H -2.2677 1.0813 3.8246 0.56
H -3.0191 1.5727 6.0899 0.43
H -3.1223 3.2538 9.2594 0.24
H -2.7375 1.7644 8.3672 0.33
H -3.9420 2.9085 7.7196 0.33
H -0.1514 4.7405 6.3591 0.43
H 0.6052 4.2324 4.0528 0.46
S -1.4380 -1.0428 -0.6756 0.24
C -0.7825 -2.0696 0.5321 -0.16
S 0.2166 -2.3866 -0.8172 0.12
C -0.9790 -2.3982 1.8187 1.02
C -2.0333 -1.7575 2.5369 0.00
N -2.8729 -1.2190 3.1072 -0.55
C -0.1331 -3.3432 2.4705 -0.16
N 0.5493 -4.1034 2.9959 -0.47

---

12
Properties=species:S:1:pos:R:3:mulliken_charge:R:1 method="wB97M-V/def2-TZVPD" energy_ha=-533.95576 gap_ev=6.73 fmax_ev_per_a=2.00 total_charge=-1 de_lowest_kcal_mol=9.6 homo_ha=-0.101 multiplicity=1
S 0.2592 -1.3659 2.0819 -0.86
H -1.0345 -1.0691 1.7549 -0.06
C -0.6045 1.9311 -1.8837 -1.07
C -0.5564 0.5618 -1.1893 -0.11
N 0.8548 0.1165 -0.9756 -0.65
H -1.1224 2.7104 -1.3148 0.25
H -1.2010 1.9171 -2.8102 0.23
H 0.4031 2.2761 -2.1019 0.36
H -1.2909 -0.0834 -1.6964 0.29
H -1.0651 0.6425 -0.2255 0.19
H 0.8551 -0.7274 -1.5352 0.25
H 0.8850 -0.1219 0.0257 0.19